Here is C5H8O in the gas phase from OMol25. Energies are from ωB97M-V with the def2-TZVPD basis set.

XYZ file:
```
14
Properties=species:S:1:pos:R:3:forces:R:3
C -1.706448 0.596943 -0.092632 0.047 -0.129 0.071
C -1.248387 -0.595448 0.281539 -0.094 0.141 -0.063
C 0.160432 -0.903964 0.743288 -0.008 -0.016 0.024
C 1.173014 0.203928 0.587258 0.022 0.055 -0.175
C 1.540024 0.696016 -0.597720 0.126 0.093 0.295
O 1.033294 0.334955 -1.804268 -0.180 -0.121 0.056
H -2.738759 0.734278 -0.401812 0.146 -0.062 0.043
H -1.068549 1.477774 -0.079780 -0.055 -0.130 -0.026
H -1.925284 -1.450705 0.267113 0.080 0.124 0.011
H 0.504642 -1.796439 0.197478 -0.047 0.110 0.060
H 0.113521 -1.217728 1.793564 0.009 0.043 -0.146
H 1.649256 0.610626 1.473498 -0.032 -0.050 -0.156
H 2.309979 1.454836 -0.707872 -0.101 -0.110 0.078
H 0.203268 -0.145075 -1.659656 0.087 0.051 -0.074
```
Positions in Å, forces in eV/Å.

Values from the calculation:
SMILES: C=CC/C=C\O
LUMO energy in eV: 1.0
M in g mol⁻¹: 84.12
Kohn-Sham gap in eV: 9.8363
Energy above the lowest of the compared OMol25 structures with the same formula, charge and spin in kJ/mol: 136.58
Electronic energy in eV: -7360.8397